DFT (ωB97M-V/def2-TZVPD) results for one molecule with the formula C14H24N3O4P.

Structure (XYZ):
```
46
Properties=species:S:1:pos:R:3:forces:R:3
P 2.93509 -0.39820 1.79854 -0.19 0.32 0.02
O 1.81178 3.73240 -1.74737 0.30 -0.22 0.14
O 0.62483 -0.89596 -1.63954 0.03 0.10 0.16
O 2.39718 0.57122 2.99495 0.11 -0.31 0.17
O 2.70106 -1.88753 2.39519 -0.14 -0.21 0.02
N 3.15634 -2.88308 -0.69222 0.28 -0.58 -0.08
N 3.77250 2.90927 -2.65035 -0.18 0.47 0.22
N 0.46485 2.13777 0.88264 -0.02 0.00 0.06
C -2.56175 -0.18458 1.67213 0.19 -0.43 0.02
C 2.41987 2.79745 -2.20798 -0.25 0.28 -0.09
C -1.62737 -0.65749 -0.70004 -0.33 -0.21 -0.36
C -2.51406 -0.39984 -1.93232 0.57 0.22 -0.02
C -2.15476 -0.78942 3.03427 0.20 0.26 0.04
C 2.61510 0.41473 -1.45979 -0.16 -0.24 -0.13
C 1.81685 1.41702 -2.31777 0.41 0.27 0.02
C 0.86241 1.06447 0.78672 -0.15 0.10 -0.35
C 1.36553 -0.29101 0.67079 0.52 0.02 0.29
C 2.51820 -1.93714 -0.75699 -0.25 0.46 0.37
C 1.73163 -0.68005 -0.78345 -0.30 0.27 -0.40
C -0.49410 -1.60888 -1.11252 -0.20 -0.04 -0.23
C -2.43974 -1.20007 0.49878 -0.09 0.85 0.01
C -3.95088 0.44052 1.73937 0.14 0.56 0.24
H 4.12080 3.77439 -2.24193 0.05 -0.01 -0.10
H 3.33954 -0.10958 -2.07926 0.06 0.16 -0.06
H -3.10654 0.50741 -1.81491 -0.23 -0.15 0.10
H -3.45327 -1.39105 0.14269 0.02 -0.43 0.08
H -3.90200 1.35642 2.33585 -0.07 -0.05 0.05
H -4.31279 0.74385 0.75571 -0.04 -0.14 -0.03
H -3.14850 -1.25879 -2.14884 -0.11 0.02 0.00
H -2.98148 -0.82148 3.74383 -0.06 -0.08 -0.03
H -1.37427 -0.17942 3.49702 -0.05 0.01 0.08
H 3.19227 0.95184 -0.70838 0.00 -0.14 0.17
H 0.78197 1.51893 -2.01130 -0.07 -0.19 -0.10
H -1.19261 0.31351 -0.46147 0.17 -0.12 0.24
H 1.69670 0.17140 3.53183 0.02 0.23 -0.02
H -0.20885 -2.29731 -0.31359 0.20 0.08 0.10
H -1.99518 -2.12934 0.85426 -0.13 -0.14 -0.02
H 1.89651 1.12043 -3.36451 -0.33 -0.13 -0.02
H 0.62274 -0.95792 1.12008 -0.04 -0.09 -0.18
H -1.74845 -1.79679 2.94084 -0.08 -0.08 -0.02
H -1.86596 -0.22723 -2.79650 -0.08 -0.01 -0.05
H 3.78329 3.06554 -3.65572 0.11 -0.45 -0.03
H -4.67780 -0.20864 2.22912 -0.03 -0.17 -0.21
H -1.85759 0.62481 1.47796 0.00 0.04 -0.11
H 1.78905 -2.20711 2.42843 0.14 -0.04 0.05
H -0.84813 -2.23547 -1.93425 0.08 -0.08 0.01
```
Forces are in eV/Å.

Properties
M: 329.34 g mol⁻¹
HOMO level: -9.877 eV
structure (SMILES): CC(C)C[C@H](C)CO[C@@](C#N)(CCC(N)=O)[C@H](C#N)P(O)O
total charge: 0
DFT total energy: -1354.43927 hartree

Here are the Mulliken charges for atoms 1 to 6, given in e: atom 1 (P): 0.39, atom 2 (O): -0.55, atom 3 (O): -0.43, atom 4 (O): -0.47, atom 5 (O): -0.43, atom 6 (N): -0.55